(1)
A 2-piece molecular cluster, C2H7N overall, computed with ωB97M-V/def2-TZVPD.

SMILES string ... C=C.N
Orbital gap ... 11.241 eV
HOMO level ... -9.9 eV
Energy ... -135.11538 hartree

Structure (XYZ):
```
10
C2H7N | OMol25 | ωB97M-V/def2-TZVPD
C 3.3608 -1.2744 1.0989
C 3.9853 -2.1061 1.9156
H 2.3351 -1.3753 0.7816
H 3.9012 -0.4297 0.6794
H 3.4557 -2.9518 2.3389
H 5.0320 -2.0011 2.1691
N -5.7979 2.6278 -2.4256
H -5.8631 3.0449 -3.3396
H -5.6707 3.3075 -1.6950
H -6.6171 2.0555 -2.2619
```

---

(2)
One molecule with the formula C7H10, computed with ωB97M-V/def2-TZVPD.

SMILES string ... C#CC[C@@H]1C[C@@H]1C
Orbital gap ... 10.931 eV
HOMO level ... -9.8 eV
Energy ... -272.62622 hartree

Structure (XYZ):
```
17
C7H10 | OMol25 | ωB97M-V/def2-TZVPD
C -1.7976 1.3415 1.8664
C -1.3673 1.2940 0.7422
C -0.7491 1.1751 -0.5862
C 0.6955 0.7203 -0.4489
C 1.2991 -0.3421 -1.3277
C 1.0140 -0.6339 0.1207
C -0.0594 -1.6361 0.4890
H -2.1762 1.3775 2.8641
H -1.3236 0.4683 -1.1966
H -0.7991 2.1379 -1.1092
H 1.3696 1.5180 -0.1419
H 2.3271 -0.2232 -1.6614
H 0.6483 -0.8197 -2.0595
H 1.8713 -0.6481 0.7906
H 0.3709 -2.6432 0.5229
H -0.5022 -1.4161 1.4652
H -0.8730 -1.6526 -0.2452
```

---

(3)
C25H67N6O9Ti2 as an isolated structure in a non-equilibrium geometry, computed with ωB97M-V/def2-TZVPD.

<S²> ... 15.757
2S+1 ... 8
Charge ... +2
Orbital gap (spin up / spin down) ... 5.864 / 2.806 eV
HOMO level (spin up / spin down) ... -11.4 / -12.9 eV
Energy ... -3696.41209 hartree

Structure (XYZ):
```
109
C25H67N6O9Ti2 | OMol25 | ωB97M-V/def2-TZVPD
Ti -21.7399 -10.7037 0.8181
Ti -23.4978 -9.6411 3.9900
O -20.3964 -7.0123 2.1250
C -20.9267 -8.1588 1.5928
O -22.0994 -8.5465 1.9102
O -20.1924 -8.8842 0.9019
H -19.6005 -7.1732 1.6128
C -21.3804 -9.8603 6.4562
C -20.8343 -10.1193 5.0738
C -19.3241 -10.3239 5.1222
O -18.7326 -9.1411 5.7418
C -17.3530 -8.8902 5.7665
N -21.5518 -11.2783 4.4859
H -22.4470 -9.6388 6.4939
H -20.9857 -8.9783 6.9607
H -21.1914 -10.7400 7.0714
H -21.0387 -9.2481 4.4515
H -18.9342 -10.2341 4.1083
H -19.0645 -11.2330 5.6647
H -17.2166 -7.9591 6.3165
H -17.0407 -8.6805 4.7435
H -16.6859 -9.5479 6.3238
H -21.4651 -12.0152 5.1712
H -20.9511 -11.5947 3.7381
C -15.0777 -10.0096 0.8066
C -16.3723 -9.8540 1.7295
C -16.9409 -8.3428 1.6837
O -16.1144 -7.4716 2.4150
C -16.6437 -6.1496 2.3012
N -17.4004 -10.7980 1.2086
H -14.6715 -11.0175 0.7210
H -14.2420 -9.4279 1.1958
H -15.2610 -9.7052 -0.2238
H -16.0512 -10.1613 2.7247
H -17.9610 -8.2741 2.0615
H -17.0156 -8.0887 0.6264
H -17.6127 -5.8836 2.7237
H -16.7504 -5.8586 1.2562
H -15.8730 -5.4939 2.7064
H -18.2796 -10.5140 0.8006
H -17.5730 -11.6238 1.7638
C -24.6472 -6.8983 6.8993
C -24.7369 -6.6869 5.3728
C -24.8880 -5.2189 4.9279
O -25.0813 -5.0957 3.4716
C -26.4147 -5.0350 3.0027
N -23.5981 -7.2536 4.6770
H -25.5343 -7.2538 7.4235
H -24.1659 -5.9732 7.2167
H -23.9520 -7.6713 7.2268
H -25.6583 -7.1966 5.0909
H -24.0560 -4.5664 5.1926
H -25.8112 -4.7711 5.2959
H -26.7700 -4.0260 3.2118
H -26.9885 -5.6948 3.6535
H -26.5235 -5.2352 1.9368
H -23.5689 -6.8587 3.7478
H -22.6863 -6.9664 5.0029
C -19.4968 -3.9900 -0.2208
C -19.8458 -5.1924 -1.1847
C -21.4048 -5.2455 -1.3484
O -21.7350 -6.2671 -2.2178
C -23.0602 -6.8377 -2.1618
N -19.3241 -4.8721 -2.4452
H -19.8690 -2.9790 -0.3868
H -18.4461 -3.7008 -0.2421
H -19.7498 -4.4322 0.7428
H -19.5777 -6.1828 -0.8168
H -21.7357 -4.2626 -1.6838
H -21.9329 -5.4240 -0.4117
H -23.1312 -7.5268 -1.3202
H -23.2711 -7.5021 -2.9998
H -23.7558 -6.0120 -2.3118
H -18.3242 -5.0071 -2.3994
H -19.7396 -5.5892 -3.0226
C -17.8720 -9.3623 -2.9718
C -18.9003 -8.2325 -2.9055
C -19.3980 -7.8125 -4.2463
O -18.4613 -6.9102 -4.8920
C -18.9240 -6.7199 -6.2531
N -19.9927 -8.6521 -2.0842
H -16.8758 -8.9528 -3.1390
H -18.1540 -10.0887 -3.7339
H -17.8255 -9.7961 -1.9729
H -18.4884 -7.2794 -2.5740
H -20.3585 -7.3174 -4.1030
H -19.7031 -8.6752 -4.8386
H -18.1779 -6.0054 -6.6010
H -19.8940 -6.2584 -6.4380
H -18.7133 -7.6293 -6.8159
H -20.6160 -7.8762 -1.9121
H -19.6307 -9.0567 -1.2326
C -21.2983 -4.4192 4.7686
C -20.1382 -5.4256 4.8699
C -19.0891 -5.3702 5.9059
O -18.3018 -4.2210 5.8500
C -17.2447 -4.2844 6.7545
N -20.6916 -6.7761 4.8514
H -20.9884 -3.3973 4.5501
H -21.7041 -4.2920 5.7722
H -22.0085 -4.8805 4.0824
H -19.6049 -5.3283 3.9243
H -18.3901 -6.1824 5.7061
H -19.4336 -5.5143 6.9300
H -16.6291 -3.3947 6.6220
H -16.5783 -5.0960 6.4623
H -17.5102 -4.5240 7.7841
H -20.0022 -7.5057 4.9635
H -21.0002 -6.8977 3.8974
```

---

(4)
One molecule with the formula C4H7NO, computed with ωB97M-V/def2-TZVPD.

SMILES string ... C/N=C/[C@H]1CO1
Orbital gap ... 11.025 eV
HOMO level ... -9.9 eV
Energy ... -286.53447 hartree

Structure (XYZ):
```
13
C4H7NO | OMol25 | ωB97M-V/def2-TZVPD
C 1.7070 1.4317 0.5657
N 0.4887 0.6547 0.4720
C 0.3585 -0.1111 -0.5243
C -0.9157 -0.8545 -0.7682
C -1.8169 -1.2169 0.3322
O -2.1079 -0.1240 -0.5127
H 2.2889 1.4441 -0.3690
H 2.3381 1.0400 1.3706
H 1.4448 2.4611 0.8291
H 1.1499 -0.2409 -1.2804
H -0.9410 -1.4488 -1.6825
H -2.4767 -2.0779 0.2209
H -1.5176 -0.9576 1.3466
```

---

(5)
One molecule with the formula C8H10N2O2 in a non-equilibrium geometry, computed with ωB97M-V/def2-TZVPD.

SMILES string ... C=c1ccc(=O)/c(=C/NOC)[nH]1
Orbital gap ... 7.317 eV
HOMO level ... -7.8 eV
Energy ... -570.65527 hartree

Structure (XYZ):
```
22
C8H10N2O2 | OMol25 | ωB97M-V/def2-TZVPD
C 3.0516 0.8923 -1.6257
C 1.6987 0.9733 -1.4492
C 1.0149 2.0261 -2.1367
C -0.2868 2.3121 -1.8645
C -1.0584 1.5003 -0.9158
O -2.2339 1.7445 -0.6471
C -0.3448 0.3492 -0.2873
C -1.1055 -0.5852 0.3412
N -0.5193 -1.7928 1.1349
O -1.6512 -2.5215 1.7614
C -1.7475 -2.3500 3.1256
N 1.0031 0.2290 -0.5214
H 3.7443 0.2666 -0.9510
H 3.6546 1.3496 -2.4783
H 1.6817 2.4720 -2.8080
H -0.9411 3.1414 -2.1146
H -2.2294 -0.5467 0.4485
H 0.0411 -2.3380 0.5029
H -2.8327 -2.8120 3.3422
H -1.8214 -1.3795 3.4052
H -0.8073 -2.7278 3.6890
H 1.6892 -0.2030 0.0488
```

---

(6)
One molecule with the formula C15H17N7O2S in a non-equilibrium geometry, computed with ωB97M-V/def2-TZVPD.

SMILES string ... CCOC(=O)CSc1nnc(Cn2nnc(-c3ccccc3)n2)n1C
Orbital gap ... 9.132 eV
HOMO level ... -8.7 eV
Energy ... -1513.73478 hartree

Structure (XYZ):
```
42
C15H17N7O2S | OMol25 | ωB97M-V/def2-TZVPD
C 4.4673 3.8930 1.1787
C 3.2678 3.1993 0.5507
O 3.6543 2.3604 -0.5434
C 4.1002 1.1517 -0.2438
O 4.2895 0.7245 0.8627
C 4.3836 0.3740 -1.5217
S 4.0056 -1.3772 -1.2608
C 2.4305 -1.1508 -0.5761
N 1.7769 -0.0211 -0.5504
N 0.6208 -0.2386 0.0921
C 0.5786 -1.4890 0.4449
C -0.5326 -2.1554 1.1830
N -1.6783 -1.3012 1.2111
N -2.0218 -0.5840 2.2522
N -3.0604 0.0883 1.9218
C -3.3452 -0.2337 0.6397
C -4.4575 0.3106 -0.1092
C -5.3286 1.2090 0.5029
C -6.3911 1.7296 -0.2105
C -6.5911 1.3603 -1.5314
C -5.7243 0.4677 -2.1423
C -4.6590 -0.0583 -1.4372
N -2.4707 -1.1245 0.1794
N 1.7191 -2.1362 0.0442
C 2.0864 -3.5091 0.2328
H 5.0079 4.4657 0.4286
H 5.1382 3.1570 1.6147
H 4.1276 4.5652 1.9612
H 2.7466 2.5851 1.2910
H 2.5746 3.9202 0.1143
H 3.7810 0.7625 -2.3404
H 5.4444 0.4226 -1.7682
H -0.8004 -3.0959 0.6889
H -0.2438 -2.3486 2.2217
H -5.1548 1.4848 1.5314
H -7.0668 2.4269 0.2629
H -7.4227 1.7697 -2.0864
H -5.8812 0.1827 -3.1725
H -3.9730 -0.7522 -1.8981
H 3.1334 -3.6293 -0.0417
H 1.9513 -3.7911 1.2777
H 1.4753 -4.1588 -0.3978
```

---

(7)
A 2-piece molecular cluster, C5H11O2 overall in a non-equilibrium geometry, computed with ωB97M-V/def2-TZVPD.

Charge ... -1
Orbital gap ... 7.643 eV
HOMO level ... -3.9 eV
Energy ... -347.61405 hartree

Structure (XYZ):
```
18
C5H11O2 | OMol25 | ωB97M-V/def2-TZVPD
C 0.8792 -0.2578 2.2056
C -0.2656 0.7558 1.8192
O -1.0338 0.2145 0.9655
O -0.4014 1.7979 2.4747
H 0.5315 -0.7862 3.1194
H 1.6367 0.3837 2.6554
H 1.0612 -1.0007 1.4500
C 0.0558 -0.7357 -1.7481
C 1.5026 -0.6603 -2.2102
C -1.0735 -0.6937 -2.7830
H -0.1938 -1.5103 -1.0078
H -0.2771 0.0669 -1.0474
H 1.8289 -1.7190 -2.1994
H -1.9501 -0.7008 -2.1123
H -1.1895 0.0818 -3.5351
H 2.1998 -0.0854 -1.6007
H 1.4988 -0.2869 -3.2344
H -1.0392 -1.6460 -3.3485
```

---

(8)
C40H46IrN8P2S3 as an isolated structure, computed with ωB97M-V/def2-TZVPD.

<S²> ... 0.757
2S+1 ... 2
Charge ... +4
Orbital gap (spin up / spin down) ... 7.746 / 4.745 eV
HOMO level (spin up / spin down) ... -18.5 / -18.5 eV
Energy ... -3970.26270 hartree

Structure (XYZ):
```
100
C40H46IrN8P2S3 | OMol25 | ωB97M-V/def2-TZVPD
Ir -0.1032 0.5916 -0.4218
C -2.2262 -3.3333 -0.6341
N -1.4829 -2.0555 -0.5712
P -0.6858 -1.4243 0.7549
C 0.6893 -2.4526 1.2561
C 1.5614 -2.0108 2.2573
C 2.5848 -2.8319 2.6966
C 2.7507 -4.0968 2.1388
C 1.8939 -4.5359 1.1400
C 0.8659 -3.7167 0.6928
C -1.8659 -1.4601 2.1207
C -3.2350 -1.4953 1.8159
C -4.1698 -1.6834 2.8203
C -3.7551 -1.8128 4.1439
C -2.4042 -1.7571 4.4560
C -1.4606 -1.5940 3.4512
P -1.4334 -0.8605 -1.7641
C -3.0685 -0.3357 -2.2588
C -3.4553 1.0034 -2.3049
C -4.7087 1.3490 -2.7855
C -5.5815 0.3614 -3.2213
C -5.1958 -0.9744 -3.1991
C -3.9394 -1.3257 -2.7371
C -0.7082 -1.6044 -3.2161
C 0.1892 -2.6697 -3.0936
C 0.6590 -3.3103 -4.2278
C 0.2523 -2.8783 -5.4863
C -0.6249 -1.8075 -5.6140
C -1.1148 -1.1736 -4.4841
H -2.0215 -3.9114 0.2644
H -1.9075 -3.9032 -1.5066
H -3.2980 -3.1547 -0.6836
H 1.4486 -1.0225 2.6900
H 3.2517 -2.4983 3.4806
H 3.5466 -4.7406 2.4890
H 2.0182 -5.5224 0.7134
H 0.2058 -4.0820 -0.0819
H -3.5747 -1.3800 0.7949
H -5.2214 -1.7456 2.5724
H -4.4853 -1.9719 4.9267
H -2.0805 -1.8725 5.4817
H -0.4151 -1.6128 3.7187
H -2.7829 1.7818 -1.9777
H -5.0058 2.3885 -2.8256
H -6.5599 0.6320 -3.5956
H -5.8680 -1.7402 -3.5620
H -3.6335 -2.3630 -2.7872
H 0.4982 -3.0143 -2.1129
H 1.3291 -4.1550 -4.1364
H 0.6090 -3.3901 -6.3708
H -0.9483 -1.4862 -6.5951
H -1.8293 -0.3661 -4.5888
N -0.3071 3.4783 2.0827
N -1.1627 2.6792 2.8450
C -2.0283 1.8256 2.3030
N -3.0257 1.3998 3.0562
S -2.1172 1.2737 0.6471
H 0.6278 3.3971 2.4636
H -0.5974 4.4467 2.1871
H -1.2695 2.8912 3.8317
H -3.2563 1.8225 3.9459
H -3.5800 0.6083 2.7559
C 3.0351 -1.5311 -0.7045
C 2.4822 -0.7305 -1.8307
N 1.4619 0.1110 -1.8047
C 1.2982 0.7543 -3.0232
C 2.1692 0.3651 -3.9806
S 3.2419 -0.7949 -3.3491
C 0.3385 1.8459 -3.0676
C 0.0448 2.6493 -4.1133
S -0.8894 3.9667 -3.5779
C -0.8758 3.3950 -1.9818
N -0.2180 2.2393 -1.8468
C -1.4905 4.2647 -0.9417
H 2.5535 -1.2778 0.2340
H 4.1060 -1.3438 -0.6157
H 2.9108 -2.6001 -0.8849
H 2.2631 0.7316 -4.9904
H 0.3670 2.5598 -5.1387
H -2.0604 5.0617 -1.4162
H -0.6901 4.7194 -0.3599
H -2.1404 3.7132 -0.2731
N 1.4373 1.0523 0.8028
C 2.3779 1.4036 1.4060
N 3.3993 1.7899 2.0629
C 4.6784 2.1599 1.3720
C 5.1526 3.5140 1.8729
C 5.2475 3.5378 3.3956
C 3.9042 3.1892 4.0314
C 3.4108 1.8315 3.5580
H 4.4903 2.1493 0.2994
H 5.3967 1.3740 1.6158
H 4.4717 4.2936 1.5198
H 6.1251 3.7126 1.4212
H 5.5713 4.5212 3.7319
H 6.0092 2.8282 3.7317
H 3.1621 3.9567 3.7876
H 3.9842 3.1564 5.1185
H 2.4039 1.6002 3.9075
H 4.0838 1.0345 3.8816
```

---

(9)
C26H26N3NiO2 as an isolated structure, computed with ωB97M-V/def2-TZVPD.

<S²> ... 2.093
2S+1 ... 3
Charge ... +1
Orbital gap (spin up / spin down) ... 6.416 / 5.933 eV
HOMO level (spin up / spin down) ... -10.2 / -10.5 eV
Energy ... -2829.16334 hartree

Structure (XYZ):
```
58
C26H26N3NiO2 | OMol25 | ωB97M-V/def2-TZVPD
Ni 0.3666 0.3111 0.0044
C 2.6380 3.0307 3.1996
C 2.2919 1.6113 2.7264
C 3.4882 0.6857 2.9260
C 1.8020 1.6634 1.2939
C 2.5210 1.1308 0.2129
C 2.1071 1.3343 -1.1131
C 0.9652 2.0906 -1.4129
C 0.5921 2.4251 -2.8302
C 0.2199 2.5901 -0.3306
C 0.6213 2.3691 0.9917
H 3.0173 2.9978 4.2211
H 1.7689 3.6881 3.1842
H 3.4093 3.4679 2.5631
H 1.4674 1.2415 3.3438
H 4.3642 1.0586 2.3920
H 3.2718 -0.3291 2.5884
H 3.7432 0.6425 3.9842
H 3.4441 0.5975 0.3869
H 2.7236 0.9631 -1.9211
H -0.1591 1.7320 -3.2120
H 1.4616 2.3663 -3.4821
H 0.1790 3.4309 -2.8910
H -0.6382 3.2206 -0.5284
H 0.0564 2.8259 1.7946
C -3.9619 -2.1658 7.0865
O -5.1037 -2.4192 6.2783
C -4.9343 -2.9542 5.0695
C -3.6960 -3.3435 4.5440
C -3.6248 -3.8500 3.2663
C -4.7863 -4.0040 2.4909
C -6.0326 -3.6801 3.0532
C -6.0999 -3.1429 4.3109
N -4.7856 -4.5391 1.2187
N -3.8099 -4.6307 0.4704
C -2.7592 -3.8369 0.2236
C -1.5349 -4.4552 -0.1324
C -0.3760 -3.7480 -0.2394
C -0.3638 -2.3333 -0.0658
O 0.6796 -1.6457 -0.0783
C -1.6535 -1.6642 0.1150
N -1.6079 -0.3157 0.1390
C -2.7344 0.3526 0.2931
C -3.9753 -0.2799 0.3726
C -4.0388 -1.6519 0.3257
C -2.8465 -2.3860 0.2380
H -4.3312 -1.6434 7.9628
H -3.2412 -1.5342 6.5628
H -3.4803 -3.0958 7.3943
H -2.7927 -3.2652 5.1326
H -2.6691 -4.1659 2.8685
H -6.9261 -3.8432 2.4650
H -7.0470 -2.8652 4.7537
H -1.5343 -5.5326 -0.2375
H 0.5663 -4.2382 -0.4423
H -2.6668 1.4333 0.3208
H -4.8781 0.3082 0.4576
H -4.9947 -2.1553 0.3333
```